[1]
{
  "formula": "C24H72O12S12",
  "method": "wB97M-V/def2-TZVPD",
  "largest_force_ev_per_a": 15.18,
  "species": ["C", "S", "O", "C", "H", "H", "H", "H", "H", "H", "C", "S", "O", "C", "H", "H", "H", "H", "H", "H", "C", "S", "O", "C", "H", "H", "H", "H", "H", "H", "C", "S", "O", "C", "H", "H", "H", "H", "H", "H", "C", "S", "O", "C", "H", "H", "H", "H", "H", "H", "C", "S", "O", "C", "H", "H", "H", "H", "H", "H", "C", "S", "O", "C", "H", "H", "H", "H", "H", "H", "C", "S", "O", "C", "H", "H", "H", "H", "H", "H", "C", "S", "O", "C", "H", "H", "H", "H", "H", "H", "C", "S", "O", "C", "H", "H", "H", "H", "H", "H", "C", "S", "O", "C", "H", "H", "H", "H", "H", "H", "C", "S", "O", "C", "H", "H", "H", "H", "H", "H"],
  "xyz": [[-0.77, 0.84, 0.96], [-0.13, 0.35, -0.66], [1.31, 0.11, -0.38], [-0.87, -1.28, -0.64], [-0.85, -0.02, 1.71], [-1.90, 1.16, 0.99], [-0.45, 1.86, 1.03], [-0.24, -1.98, -0.14], [-0.90, -1.58, -1.67], [-1.88, -1.35, -0.32], [3.93, 1.09, 4.10], [3.02, 0.00, 3.01], [3.93, -1.07, 2.85], [1.60, -0.46, 4.11], [4.45, 0.89, 4.94], [3.52, 1.89, 4.27], [4.90, 1.31, 3.66], [1.17, 0.36, 4.63], [2.10, -1.08, 4.95], [0.74, -0.97, 3.75], [-2.98, -3.43, 3.74], [-1.46, -2.48, 4.14], [-1.43, -1.27, 3.29], [-1.88, -1.72, 5.73], [-3.36, -3.82, 4.74], [-2.83, -4.11, 3.03], [-3.75, -2.72, 3.51], [-2.81, -0.93, 5.64], [-0.87, -1.34, 5.92], [-2.21, -2.43, 6.49], [-2.13, 2.41, 3.66], [-0.86, 3.56, 3.73], [-1.45, 4.58, 2.88], [-1.10, 4.02, 5.44], [-2.97, 2.87, 4.21], [-1.73, 1.37, 3.97], [-2.41, 2.34, 2.78], [-0.84, 4.98, 5.70], [-0.46, 3.31, 6.09], [-2.18, 4.06, 5.80], [-2.58, 5.18, -2.25], [-3.04, 3.50, -1.82], [-1.76, 2.69, -2.07], [-3.16, 3.78, -0.08], [-2.56, 5.41, -3.24], [-1.42, 5.24, -1.73], [-3.38, 5.85, -1.62], [-3.75, 4.72, -0.02], [-2.15, 3.85, 0.56], [-3.76, 3.05, 0.43], [1.44, 4.37, 0.45], [2.26, 4.67, 1.97], [2.20, 3.34, 2.79], [3.83, 4.65, 1.08], [0.24, 4.23, 0.48], [1.63, 3.26, 0.36], [1.75, 5.08, -0.22], [4.56, 4.68, 1.94], [3.79, 5.36, 0.36], [4.17, 3.78, 0.55], [-4.56, 0.22, -1.04], [-5.78, -0.32, -2.15], [-5.49, -1.88, -2.12], [-7.23, -0.22, -1.12], [-3.59, 0.44, -1.70], [-4.22, -0.21, -0.01], [-4.66, 1.08, -0.97], [-7.11, 0.56, -0.25], [-7.51, -1.09, -0.70], [-8.09, 0.07, -1.85], [2.36, -5.41, 1.52], [3.32, -4.01, 1.29], [4.48, -4.45, 0.35], [2.37, -3.00, 0.27], [3.00, -6.30, 1.85], [1.98, -5.69, 0.51], [1.53, -5.41, 2.18], [1.67, -2.38, 0.87], [2.21, -3.65, -0.66], [2.87, -2.08, -0.07], [4.24, -0.48, -5.44], [2.74, -1.37, -4.89], [3.07, -2.75, -5.39], [3.35, -1.42, -3.12], [5.14, -1.04, -5.18], [4.23, 0.61, -5.00], [4.01, -0.36, -6.43], [2.99, -2.22, -2.39], [3.01, -0.52, -2.41], [4.44, -1.58, -3.20], [-2.98, -3.74, -4.00], [-3.89, -4.60, -2.77], [-4.54, -5.75, -3.42], [-2.64, -5.22, -1.66], [-2.01, -4.30, -4.39], [-2.35, -3.13, -3.51], [-3.41, -3.09, -4.66], [-2.46, -4.61, -0.88], [-1.77, -5.28, -2.27], [-3.08, -6.27, -1.29], [6.29, -1.57, -0.66], [6.18, -0.27, 0.58], [7.42, 0.64, 0.55], [5.03, 0.67, -0.32], [5.42, -1.95, -0.69], [6.94, -2.41, -0.19], [6.47, -1.65, -1.83], [4.78, 1.63, 0.43], [4.10, 0.08, -0.03], [5.28, 1.05, -1.24], [-2.50, 0.10, -4.42], [-0.73, 0.44, -4.48], [-0.11, -0.65, -5.38], [-0.79, 1.82, -5.53], [-3.06, 0.83, -3.86], [-2.60, -0.86, -3.80], [-2.81, 0.28, -5.33], [-0.89, 2.80, -4.98], [-1.51, 1.70, -6.18], [0.16, 2.14, -6.11]],
  "mulliken_charge": [0.374, 0.682, -0.540, -1.014, 0.000, -0.156, -0.136, 0.199, 0.280, 0.469, -2.054, 1.092, -0.648, -0.872, 0.671, 0.711, 0.420, 0.423, 0.371, -0.243, -1.066, 0.479, -0.492, -0.936, 0.357, 0.416, 0.316, 0.216, 0.233, 0.488, -0.264, 1.007, -0.741, -1.240, 0.472, 0.166, -0.495, 0.486, 0.273, 0.323, -0.960, 0.506, -0.469, -0.749, 0.449, 0.129, 0.368, 0.499, -0.065, 0.263, -0.084, 0.354, -0.453, -1.088, -0.336, -0.150, 0.658, 0.320, 0.582, 0.241, -0.709, 0.478, -0.579, -0.896, -0.156, 0.262, 0.676, 0.261, 0.328, 0.302, -0.964, 0.657, -0.714, 0.208, 0.295, 0.273, 0.355, -0.266, 0.464, -0.357, -1.109, 0.831, -0.730, -0.192, 0.334, 0.259, 0.461, -0.114, 0.117, 0.089, -0.583, 0.683, -0.704, -0.930, 0.356, -0.210, 0.568, 0.310, 0.309, 0.313, -0.278, 0.626, -0.744, -0.024, -0.240, 0.281, 0.231, -0.343, -0.228, 0.730, -0.758, 0.914, -0.754, -1.197, 0.193, -0.328, 0.886, 0.188, 0.534, 0.297]
}

***

[2]
{
  "formula": "C24H72O24",
  "method": "wB97M-V/def2-TZVPD",
  "largest_force_ev_per_a": 12.92,
  "species": ["O", "C", "C", "O", "H", "H", "H", "H", "H", "H", "O", "C", "C", "O", "H", "H", "H", "H", "H", "H", "O", "C", "C", "O", "H", "H", "H", "H", "H", "H", "O", "C", "C", "O", "H", "H", "H", "H", "H", "H", "O", "C", "C", "O", "H", "H", "H", "H", "H", "H", "O", "C", "C", "O", "H", "H", "H", "H", "H", "H", "O", "C", "C", "O", "H", "H", "H", "H", "H", "H", "O", "C", "C", "O", "H", "H", "H", "H", "H", "H", "O", "C", "C", "O", "H", "H", "H", "H", "H", "H", "O", "C", "C", "O", "H", "H", "H", "H", "H", "H", "O", "C", "C", "O", "H", "H", "H", "H", "H", "H", "O", "C", "C", "O", "H", "H", "H", "H", "H", "H"],
  "xyz": [[-3.21, 0.08, 4.74], [-4.15, 0.46, 3.75], [-5.51, -0.13, 4.22], [-6.55, 0.27, 3.25], [-2.37, -0.32, 4.25], [-4.32, 1.56, 3.81], [-3.86, 0.07, 2.78], [-5.65, 0.24, 5.15], [-5.43, -1.12, 4.20], [-6.57, 1.26, 3.09], [-4.57, -1.22, -5.16], [-3.22, -1.37, -5.10], [-2.80, -1.71, -3.76], [-1.35, -1.90, -3.63], [-4.96, -1.98, -5.47], [-3.02, -2.13, -5.79], [-2.79, -0.24, -5.41], [-3.33, -2.59, -3.51], [-2.96, -1.11, -2.99], [-0.88, -1.28, -4.31], [-2.68, 2.62, 0.27], [-1.99, 3.43, -0.71], [-2.33, 2.72, -1.93], [-1.71, 3.47, -3.01], [-3.58, 2.76, 0.25], [-2.39, 4.32, -0.56], [-1.04, 3.55, -0.39], [-3.58, 2.71, -2.09], [-1.62, 1.85, -1.96], [-0.78, 3.62, -2.88], [0.02, -0.18, -5.27], [1.24, 0.19, -4.70], [2.23, -1.08, -4.59], [3.38, -0.83, -3.84], [0.11, -0.09, -6.08], [1.80, 1.01, -5.41], [1.12, 0.70, -3.79], [2.31, -1.49, -5.60], [1.65, -1.86, -4.14], [3.16, -0.91, -2.96], [5.84, 0.19, 0.98], [4.94, 1.34, 0.99], [3.98, 1.37, -0.26], [3.00, 2.43, 0.13], [6.76, 0.30, 0.49], [4.42, 1.36, 1.89], [5.41, 2.27, 1.06], [3.42, 0.45, -0.45], [4.54, 1.65, -1.17], [3.59, 3.32, 0.45], [1.00, -0.10, -1.28], [0.20, 0.30, -0.26], [-0.91, -0.73, -0.19], [-1.90, -0.15, 0.59], [1.52, -0.70, -0.78], [0.72, 0.29, 0.71], [0.23, 1.40, -0.53], [-0.48, -1.72, 0.23], [-1.33, -0.94, -1.19], [-2.07, 0.80, 0.49], [0.95, -0.40, 4.03], [0.36, -0.42, 5.39], [0.27, 1.07, 5.95], [0.08, 0.97, 7.31], [0.68, 0.45, 3.66], [-0.52, -1.04, 5.46], [1.05, -0.84, 5.92], [-0.60, 1.47, 5.50], [1.28, 1.45, 5.76], [-0.81, 0.66, 7.33], [1.63, 6.64, -3.03], [1.09, 5.41, -3.15], [1.62, 4.54, -2.00], [1.00, 3.21, -1.84], [0.88, 7.09, -2.50], [0.15, 5.63, -3.33], [1.57, 5.06, -4.00], [1.53, 5.12, -1.07], [2.49, 4.39, -1.84], [1.59, 2.74, -1.29], [-1.51, -6.62, -0.28], [-0.48, -5.80, -0.70], [-1.15, -4.67, -1.44], [-0.13, -3.93, -2.06], [-2.25, -6.16, -0.13], [-0.14, -5.60, 0.18], [0.26, -6.23, -1.31], [-1.61, -4.03, -0.72], [-1.95, -5.07, -1.90], [-0.68, -3.17, -2.35], [-2.46, -5.32, 2.60], [-1.68, -4.23, 2.97], [-2.49, -2.87, 2.79], [-1.66, -1.74, 3.09], [-2.04, -6.17, 2.78], [-1.34, -4.26, 4.17], [-0.92, -4.05, 2.38], [-3.52, -2.87, 3.31], [-2.85, -3.08, 1.68], [-1.51, -1.28, 2.26], [2.87, -2.04, -0.66], [3.69, -2.97, -1.31], [5.08, -2.42, -1.51], [5.62, -3.44, -2.34], [2.81, -2.22, 0.26], [3.72, -3.91, -0.75], [3.33, -3.64, -2.30], [5.84, -2.24, -0.67], [5.19, -1.57, -2.20], [5.72, -3.20, -3.35], [2.15, 2.30, 3.07], [1.71, 3.66, 3.20], [0.23, 3.41, 2.56], [-0.47, 4.72, 2.71], [2.48, 2.14, 2.18], [1.83, 3.97, 4.28], [2.25, 4.22, 2.58], [-0.37, 2.68, 2.99], [0.20, 3.15, 1.56], [-0.82, 4.90, 3.54]],
  "mulliken_charge": [-0.618, -0.009, -0.705, -0.558, 0.200, 0.326, 0.156, 0.353, 0.382, 0.314, -0.562, -0.417, -0.526, -0.325, 0.332, 0.389, 0.088, 0.267, 0.534, 0.191, -0.534, -0.537, 0.579, -0.681, 0.225, 0.845, -0.348, 0.219, -0.179, 0.323, -0.483, 0.407, -0.210, -0.570, 0.187, 0.306, -0.391, 0.444, -0.002, 0.187, -0.569, -0.900, 0.602, -0.506, 0.334, 0.377, 0.547, -0.325, 0.328, 0.333, 0.876, 0.239, 1.512, -0.410, -0.557, 0.320, -0.719, 0.146, -1.341, 0.192, -0.421, -0.705, -0.346, -0.587, 0.182, 0.228, 0.680, 0.306, 0.264, 0.359, -0.586, -1.191, -1.143, 0.287, 0.370, 0.730, 0.230, 0.356, 1.261, -0.336, -0.616, -0.663, -0.188, -0.404, 0.314, 0.351, 0.392, 0.105, 0.628, 0.130, -0.512, -0.516, -0.152, 0.114, 0.331, 0.234, 0.375, 0.079, 0.162, -0.078, -0.184, -0.601, 0.213, -0.626, 0.099, 0.503, 0.063, 0.143, 0.029, 0.319, -0.470, -0.506, 1.165, -0.669, 0.217, 0.272, 0.359, 0.008, -0.752, 0.314]
}

***

Computed energy relative to the best compared isomer or geometry (same formula, charge and spin) (kcal/mol) in order:
380.4, 384.5